No. 1
{
  "formula": "C17H28CoNO2P2",
  "method": "ωB97M-V with the def2-TZVPD basis set",
  "species": ["Co", "P", "C", "C", "N", "C", "C", "C", "C", "C", "P", "H", "H", "H", "H", "H", "H", "H", "H", "O", "H", "H", "O", "H", "C", "H", "H", "H", "C", "H", "H", "H", "C", "H", "H", "H", "C", "H", "H", "H", "C", "C", "C", "C", "C", "C", "H", "H", "H", "H", "H"],
  "xyz": [[0.3954, 0.4748, 0.1768], [0.7571, 1.5481, -1.6497], [1.9979, 0.4826, -2.2526], [2.5742, -0.4218, -1.3480], [2.0775, -0.4898, -0.0512], [2.6687, -1.2388, 0.9028], [3.8107, -1.9865, 0.6134], [4.2579, -2.0382, -0.7086], [3.5901, -1.3354, -1.6960], [1.9569, -1.4027, 2.2532], [0.1663, -1.2483, 2.1986], [3.8143, -1.4544, -2.7489], [4.2497, -2.6003, 1.4126], [5.1245, -2.6422, -0.9502], [2.2184, -2.4109, 2.6419], [2.3392, -0.6751, 2.9973], [-1.1324, -1.7749, -4.5573], [2.1023, 0.3220, -3.3225], [-3.3342, -3.6687, -0.9387], [-0.5234, -2.4555, -4.8943], [-1.0816, -2.8374, -5.6049], [-0.2976, -0.5673, 0.9329], [-4.0184, -3.0840, -1.2644], [-4.1410, -2.4455, -0.5169], [-0.6620, -2.7965, 1.8082], [-0.4251, -3.6134, 2.5075], [-1.7454, -2.6343, 1.8040], [-0.4060, -3.0918, 0.7831], [-0.6165, -0.4199, 3.5820], [-1.5166, 0.0883, 3.2315], [-0.8964, -1.0986, 4.4016], [0.0346, 0.3551, 3.9936], [1.5952, 3.0705, -1.1424], [1.9882, 3.5604, -2.0434], [0.8769, 3.6951, -0.5939], [2.4301, 2.7822, -0.4877], [-0.6201, 1.8695, -2.7640], [-1.4195, 2.4238, -2.2528], [-0.2830, 2.4513, -3.6335], [-1.0363, 0.9116, -3.1057], [-3.3686, 3.0089, 1.5216], [-2.0910, 3.2386, 2.0356], [-0.9834, 2.5374, 1.5386], [-1.1646, 1.5639, 0.5543], [-2.4417, 1.3227, 0.0436], [-3.5486, 2.0361, 0.5315], [-4.2220, 3.5602, 1.9216], [-1.9326, 3.9892, 2.8118], [0.0190, 2.7359, 1.9134], [-2.5836, 0.5766, -0.7372], [-4.5534, 1.8271, 0.1519]],
  "total_charge": 2,
  "spin_multiplicity": 5,
  "e_tot_ev": -79853.782,
  "gap_ev": [6.06, 6.13]
}

No. 2
{
  "formula": "C17H28FN10",
  "method": "ωB97M-V with the def2-TZVPD basis set",
  "species": ["N", "C", "N", "C", "N", "N", "C", "C", "C", "F", "H", "H", "H", "H", "H", "H", "H", "H", "H", "H", "C", "C", "N", "H", "H", "H", "C", "C", "N", "H", "H", "H", "C", "C", "N", "H", "H", "H", "C", "C", "N", "H", "H", "H", "C", "C", "N", "H", "H", "H", "C", "C", "N", "H", "H", "H"],
  "xyz": [[3.7313, 0.2432, 0.1910], [4.2502, 1.4543, -0.1552], [5.5223, 1.7230, -0.4635], [5.5453, 3.0167, -0.7403], [4.3306, 3.5455, -0.6216], [3.4941, 2.5654, -0.2186], [2.0627, 2.7614, 0.0107], [1.2087, 2.5988, -1.2577], [0.0806, 1.5666, -1.1041], [-0.1975, 1.3391, 0.2401], [3.0608, -0.2208, -0.3941], [4.0696, -0.2370, 1.0048], [6.4014, 3.6031, -1.0331], [4.0201, 4.4967, -0.7617], [1.9598, 3.7607, 0.4337], [1.7855, 2.0481, 0.7830], [1.8582, 2.2768, -2.0754], [0.8021, 3.5640, -1.5560], [0.3480, 0.6103, -1.5566], [-0.8374, 1.9078, -1.5739], [7.9243, 3.1984, 3.0709], [7.6093, 4.0736, 1.9489], [7.3591, 4.7819, 1.0804], [8.7938, 3.5826, 3.6012], [7.0818, 3.1585, 3.7586], [8.1465, 2.1963, 2.7084], [-1.5611, -1.6596, 0.5959], [-1.5568, -2.9208, -0.1346], [-1.5529, -3.9188, -0.7014], [-2.4150, -1.6186, 1.2685], [-0.6523, -1.5702, 1.1885], [-1.6141, -0.8233, -0.0984], [-4.5229, -3.4519, 3.1743], [-4.0614, -2.0696, 3.2302], [-3.6984, -0.9805, 3.2618], [-3.8841, -4.0856, 3.7842], [-5.5386, -3.5245, 3.5570], [-4.5029, -3.8032, 2.1435], [-4.8065, 1.0435, -1.7725], [-3.5564, 1.2992, -2.4765], [-2.5763, 1.5004, -3.0405], [-5.5032, 0.5320, -2.4342], [-4.6208, 0.4201, -0.8996], [-5.2465, 1.9852, -1.4499], [-3.0835, -7.7606, 4.1967], [-4.2275, -6.9017, 4.4781], [-5.1426, -6.2452, 4.7000], [-2.9449, -7.8537, 3.1212], [-2.1829, -7.3388, 4.6390], [-3.2550, -8.7490, 4.6189], [-3.0614, 1.0248, -6.2827], [-2.7309, 0.3995, -7.5576], [-2.4708, -0.0961, -8.5589], [-2.2351, 0.9150, -5.5848], [-3.2616, 2.0848, -6.4288], [-3.9449, 0.5522, -5.8573]],
  "total_charge": 1,
  "e_tot_ev": -35693.101,
  "gap_ev": 9.91
}

No. 3
{
  "formula": "C17H28MnN2Si",
  "method": "ωB97M-V with the def2-TZVPD basis set",
  "species": ["C", "C", "C", "H", "C", "H", "H", "H", "C", "H", "H", "C", "H", "H", "C", "H", "H", "C", "H", "H", "Mn", "H", "C", "C", "C", "C", "C", "C", "N", "N", "Si", "C", "C", "C", "H", "H", "H", "H", "H", "H", "H", "H", "H", "H", "H", "H", "H", "H", "H"],
  "xyz": [[2.2268, 2.1003, -1.7712], [0.2485, -0.8048, -2.0903], [2.0607, 0.6399, -1.0571], [1.8339, 2.8439, -1.0594], [0.9904, -1.7651, -1.1423], [-0.7410, -1.2095, -2.3484], [2.4306, 0.1725, -2.0055], [0.4554, -2.6889, -0.8992], [2.9253, -0.3178, -0.2526], [2.8835, -0.2766, 0.8393], [3.9780, -0.1468, -0.5281], [1.0853, 1.7733, -2.8390], [1.3500, 2.2396, -3.7908], [0.1552, 2.2408, -2.4993], [0.7481, 0.2115, -3.1530], [1.5989, -0.2191, -3.7091], [-0.0695, 0.2436, -3.8889], [2.4870, -1.7506, -0.8342], [3.0759, -1.9294, -1.7579], [2.7655, -2.5486, -0.1276], [0.5273, -0.2287, -0.4610], [3.0851, 2.5836, -2.2199], [-2.3802, 1.8118, -2.4693], [-2.4483, 1.3989, -1.0287], [-3.5991, 1.6801, -0.2965], [-3.7147, 1.2923, 1.0324], [-2.6447, 0.6223, 1.6254], [-1.5186, 0.3464, 0.8369], [-1.4068, 0.7769, -0.4558], [-0.4334, -0.3834, 1.2075], [-0.0516, -1.1528, 2.7464], [0.0575, 0.1756, 4.0454], [-1.4461, -2.3331, 3.0883], [1.5642, -2.0440, 2.4961], [-1.8069, 2.7411, -2.6051], [-1.9564, 1.0292, -3.1125], [-3.4005, 2.0220, -2.8182], [-4.3996, 2.2024, -0.8104], [-4.6138, 1.4951, 1.5992], [-2.6674, 0.2900, 2.6566], [-0.6870, 0.9676, 3.8877], [-0.1186, -0.2682, 5.0348], [1.0515, 0.6416, 4.0485], [-1.2897, -3.2711, 2.5402], [-1.4782, -2.5541, 4.1631], [-2.4184, -1.9218, 2.7865], [1.5142, -2.7677, 1.6708], [2.4029, -1.3626, 2.3084], [1.7886, -2.5976, 3.4180]],
  "total_charge": 0,
  "spin_multiplicity": 6,
  "e_tot_ev": -60253.983,
  "gap_ev": [4.94, 5.94]
}

No. 4
{
  "formula": "C17H28N2O2",
  "method": "ωB97M-V with the def2-TZVPD basis set",
  "species": ["C", "C", "C", "C", "O", "C", "C", "C", "C", "C", "N", "C", "C", "N", "C", "C", "O", "C", "C", "C", "C", "H", "H", "H", "H", "H", "H", "H", "H", "H", "H", "H", "H", "H", "H", "H", "H", "H", "H", "H", "H", "H", "H", "H", "H", "H", "H", "H", "H"],
  "xyz": [[5.4578, 1.5066, 1.9067], [4.6244, 2.7488, 1.6104], [3.3988, 2.4591, 0.7450], [3.7667, 2.0794, -0.6917], [2.6328, 1.9533, -1.5249], [1.8811, 0.8192, -1.4819], [0.7818, 0.7976, -2.3432], [-0.0423, -0.3051, -2.4037], [0.1911, -1.4203, -1.6041], [-0.7344, -2.6149, -1.6430], [-1.8778, -2.6122, -0.7475], [-1.6124, -2.6845, 0.6711], [-1.4291, -1.3202, 1.3493], [-2.6056, -0.5028, 1.1019], [-2.5977, 0.7493, 1.8422], [-4.0413, 1.2155, 2.0596], [-4.8137, 0.1843, 2.6149], [-2.7568, -0.3056, -0.3317], [-2.9372, -1.6666, -1.0161], [1.2931, -1.3971, -0.7623], [2.1317, -0.2970, -0.6915], [4.8438, 0.7372, 2.3703], [6.2675, 1.7523, 2.5895], [5.8962, 1.1005, 0.9987], [5.2479, 3.4957, 1.1143], [4.2839, 3.1770, 2.5555], [2.8096, 1.6595, 1.1991], [2.7668, 3.3490, 0.7013], [4.3670, 1.1633, -0.7218], [4.3498, 2.8876, -1.1438], [0.6027, 1.6622, -2.9630], [-0.8797, -0.3034, -3.0874], [-0.1612, -3.5180, -1.4087], [-1.1344, -2.7245, -2.6560], [-0.7309, -3.3044, 0.8412], [-2.4766, -3.1766, 1.1337], [-1.3279, -1.4712, 2.4273], [-0.5145, -0.8287, 0.9771], [-2.1491, 0.5592, 2.8205], [-2.0136, 1.5365, 1.3384], [-4.0683, 2.0544, 2.7590], [-4.4815, 1.5485, 1.1074], [-4.5234, -0.6289, 2.1748], [-3.6444, 0.3022, -0.5173], [-1.8820, 0.2215, -0.7492], [-3.0330, -1.5297, -2.0942], [-3.8662, -2.1133, -0.6405], [1.5095, -2.2571, -0.1434], [2.9769, -0.3320, -0.0219]],
  "total_charge": 0,
  "e_tot_ev": -25157.926,
  "gap_ev": 8.77,
  "de_lowest_kcal_mol": 66.1
}

No. 5
{
  "formula": "C17H28N2O4",
  "method": "ωB97M-V with the def2-TZVPD basis set",
  "species": ["C", "N", "C", "O", "C", "N", "C", "C", "O", "C", "C", "O", "H", "H", "H", "H", "H", "H", "H", "H", "H", "H", "H", "H", "H", "H", "C", "C", "C", "C", "C", "C", "C", "C", "C", "O", "C", "H", "H", "H", "H", "H", "H", "H", "H", "H", "H", "H", "H", "H", "H"],
  "xyz": [[-1.5041, -5.8558, 0.1421], [-1.2587, -4.5733, 0.7997], [-0.2515, -3.7480, 0.4837], [0.5654, -4.0042, -0.3954], [-0.1675, -2.4211, 1.2372], [1.2172, -2.1430, 1.6657], [1.6362, -1.6156, 2.8155], [0.6530, -1.3436, 3.9379], [2.8157, -1.3525, 2.9736], [-0.6810, -1.2801, 0.3450], [-2.0633, -1.5125, -0.2652], [-0.7896, -0.1341, 1.1449], [-2.2747, -6.4134, 0.6763], [-1.8300, -5.6866, -0.8857], [-0.5858, -6.4465, 0.1217], [-1.8951, -4.2921, 1.5289], [-0.8224, -2.4878, 2.1039], [1.9485, -2.3650, 1.0037], [0.1897, -2.2779, 4.2458], [1.1949, -0.9187, 4.7819], [-0.1069, -0.6372, 3.6129], [0.0310, -1.0905, -0.4591], [-2.0251, -2.3269, -0.9883], [-2.3823, -0.6095, -0.7856], [-2.7852, -1.7442, 0.5182], [0.1016, 0.1718, 1.3353], [-2.6033, 2.3004, -1.0716], [-1.4790, 2.6053, -0.3275], [-1.6770, 3.0492, 1.1024], [-0.0564, 2.4460, -0.8511], [0.0309, 1.8501, -2.2727], [1.4541, 1.7777, -2.7708], [2.4423, 2.6229, -2.3017], [3.8525, 2.5084, -2.8310], [2.1090, 3.6433, -1.2948], [2.9651, 4.4068, -0.8656], [0.6713, 3.7976, -0.8089], [-2.5713, 1.9490, -2.0969], [-3.5959, 2.4019, -0.6436], [-1.4768, 4.1206, 1.1962], [-2.7018, 2.8621, 1.4374], [-0.9977, 2.5091, 1.7678], [0.4705, 1.7631, -0.1775], [-0.3934, 0.8409, -2.2612], [-0.5484, 2.4565, -2.9766], [1.6968, 1.0353, -3.5265], [3.9407, 1.6998, -3.5631], [4.1504, 3.4450, -3.3128], [4.5458, 2.3054, -2.0084], [0.1548, 4.5200, -1.4473], [0.6867, 4.1914, 0.2111]],
  "total_charge": 0,
  "e_tot_ev": -29253.647,
  "gap_ev": 9.58,
  "de_lowest_kcal_mol": 22.0
}

No. 6
{
  "formula": "C17H28N3",
  "method": "ωB97M-V with the def2-TZVPD basis set",
  "species": ["C", "C", "C", "N", "C", "C", "C", "C", "C", "C", "C", "C", "C", "C", "C", "H", "H", "H", "H", "H", "H", "H", "H", "H", "H", "H", "H", "H", "H", "H", "H", "H", "H", "C", "N", "C", "N", "C", "H", "H", "H", "H", "H", "H", "H", "H", "H", "H"],
  "xyz": [[-4.7807, -0.8805, -2.1983], [-4.5169, 0.6077, -2.3512], [-3.5228, 1.1432, -1.3215], [-2.3016, 0.3247, -1.2392], [-1.1437, 0.9154, -0.8707], [0.0608, 0.2169, -0.7250], [1.2081, 0.6768, -0.0152], [2.5677, 0.3030, -0.4976], [3.6956, 1.1455, -0.2633], [4.9903, 0.6309, -0.4151], [5.1972, -0.6818, -0.8767], [4.0898, -1.4272, -1.2939], [2.7822, -0.9359, -1.1597], [-2.5149, -1.1210, -1.0728], [-3.4951, -1.6748, -2.1143], [-5.3460, -1.0379, -1.2770], [-5.3822, -1.2391, -3.0326], [-4.1376, 0.8193, -3.3501], [-5.4460, 1.1812, -2.2501], [-3.2178, 2.1704, -1.5539], [-4.0207, 1.1479, -0.3351], [-1.1953, 1.9878, -0.5962], [0.1506, -0.7660, -1.2057], [1.1371, 1.6408, 0.4874], [3.5635, 2.1517, 0.1580], [5.8481, 1.2175, -0.0999], [6.2060, -1.1116, -0.9163], [4.2329, -2.4475, -1.6651], [1.9466, -1.6099, -1.4354], [-1.5596, -1.6567, -1.1384], [-2.9358, -1.3300, -0.0667], [-3.6930, -2.7246, -1.8688], [-3.0037, -1.6844, -3.0885], [1.3138, -1.3494, 1.8148], [1.1307, 0.1411, 1.8848], [2.2762, 0.7922, 2.5934], [-0.1165, 0.5255, 2.3993], [-0.2162, 1.4196, 3.5247], [2.3769, -1.5789, 1.6192], [1.0525, -1.7677, 2.8226], [0.6442, -1.7483, 1.0263], [3.1973, 0.4145, 2.1196], [2.2113, 1.8975, 2.4837], [2.2877, 0.5033, 3.6907], [-0.8337, -0.1850, 2.2809], [-1.2935, 1.6044, 3.6596], [0.2007, 1.0153, 4.4777], [0.3058, 2.3640, 3.2517]],
  "total_charge": 1,
  "e_tot_ev": -22545.171,
  "gap_ev": 8.00,
  "de_lowest_kcal_mol": 60.1
}